The following is a DFT calculation (wB97M-V/def2-TZVPD) of a molecular structure, C48H109MnN14O14.

The geometry in XYZ format:
```
186
Properties=species:S:1:pos:R:3:forces:R:3
H 5.582447 3.973587 2.272749 -0.4484 0.3729 -0.0598
C -4.284685 -0.266955 -4.946543 1.4373 -0.5519 1.6724
H -1.322321 -4.787789 7.120029 -0.0942 0.1640 0.0720
C 0.208785 -9.181188 -1.780094 0.5479 -0.6749 0.5255
C -5.292930 -1.180360 6.912074 -1.2592 -0.6208 -0.2175
H -2.853668 -0.845072 2.034090 0.2240 0.1043 0.3989
H -3.607911 0.486996 -7.405812 0.1556 -0.2147 0.7994
H -0.215018 2.312258 -0.606316 0.3496 0.1019 0.1704
C 0.183897 -5.922427 3.503145 -0.3954 -1.0003 -1.4111
H -3.956950 1.808469 3.995772 -0.2865 0.0972 -0.2469
O 4.165642 1.653872 0.852794 0.7749 0.5537 0.7888
H 1.011710 -5.287245 3.801129 -0.2409 0.1911 0.3446
H -0.481348 -1.743830 -4.294460 0.1147 -0.3149 0.0735
N 2.909273 2.410929 -3.727113 -0.5407 0.0319 1.0873
Mn 3.846980 -0.023566 -0.251037 -2.1606 0.5082 -0.5485
H 3.280688 -2.533573 -4.400701 -0.1902 0.1433 0.0583
H 1.281604 -4.908846 -0.690706 -0.1087 -0.1798 0.1941
H -2.743789 -5.740824 0.422535 -0.0930 0.1265 -0.5039
O 1.799557 0.579132 -0.226947 0.9522 0.0966 -1.1874
H 1.938348 7.735072 4.229202 -0.6917 0.3181 -0.3772
H -0.808464 -2.088197 1.488832 0.0690 0.2886 0.2749
C 3.776685 -2.541507 1.763069 0.4167 -1.1239 0.0514
C 1.310361 7.459954 5.077725 0.9407 0.3634 0.6144
H 0.325335 -2.742495 -1.366510 -0.4284 0.1666 0.0553
O 0.701583 -2.203238 7.079251 0.3335 0.1584 -0.5958
H -0.496485 -0.234445 2.862296 0.2108 -0.1713 -0.3602
C 1.624373 2.335125 -3.031607 -0.8774 -0.7577 -1.3234
H 4.502200 -4.504739 2.203703 0.2662 -0.1674 -0.1590
C -1.097093 4.503216 4.977430 -1.0822 -0.5432 -0.9671
C 0.008718 1.125685 1.280727 0.2921 0.3647 -0.8645
H 2.707647 -3.461841 3.252601 0.3194 -0.4174 -0.4987
H 0.421481 -7.299456 -2.639838 0.3515 -0.1543 -0.1722
H 0.586937 -6.724066 2.876661 0.1901 -0.0872 0.2848
H -6.462025 5.801354 -0.571830 -0.1312 0.2982 0.5591
H 2.368502 1.031503 -7.110462 -0.2104 0.2298 0.1307
H -1.329446 6.065293 -0.125301 -0.4149 0.7095 0.0988
H -1.856790 5.670644 -1.711016 -0.4404 -0.3917 -0.1254
O 1.760678 5.160263 4.838777 -0.3958 -0.1085 -0.1224
H 2.985222 3.249403 -4.277966 0.3416 -0.2461 -0.4183
H -0.851759 -9.245935 -2.009057 -0.0941 0.0953 0.2601
C 0.713982 -2.122850 -0.551392 1.0481 -0.5013 0.0479
H -1.296148 0.547653 -1.285610 0.0361 -0.1054 0.2113
H -2.661865 1.748233 -3.429954 -0.0830 -0.1873 0.6042
H -1.278824 2.761328 -5.226165 0.4464 -0.0975 0.2833
C 6.780808 -2.531881 -2.059581 -0.4354 -0.3055 -0.4951
H 1.480819 -1.790042 4.038535 0.1984 0.1512 0.1670
C -2.190463 5.673920 -0.671816 1.6493 -0.6193 0.1810
H 2.068400 -0.703517 -6.888060 0.2221 -0.0417 0.1635
H -0.957884 1.942033 -2.996457 -0.0430 -0.0851 -0.3093
H -0.398027 3.197433 0.979080 0.1042 0.3034 -0.5040
N -4.842184 0.058511 6.350645 0.1910 -0.2084 0.3371
H -5.546745 2.473380 4.528545 0.1781 0.0687 -0.3114
H 5.717207 3.727661 -0.404533 -0.2114 0.1031 -0.3601
H -2.220342 4.671576 -0.232853 -0.4519 -0.2139 -0.5844
H -5.023933 -2.050504 6.307850 0.5565 0.1084 0.1634
H 0.860344 -2.011013 -5.475410 0.1268 0.1338 0.3200
C -0.846018 -0.434462 -1.482443 -0.2452 2.1083 -0.3543
H -1.869428 -2.125399 0.169736 -0.0765 0.2527 -0.2474
H -1.500436 5.248106 -6.218385 0.1411 -0.2335 -0.2225
H 1.411951 0.868826 2.807378 0.3804 0.5203 0.0203
C -1.029137 0.447180 2.187896 0.1047 -0.3575 0.8706
O 4.129351 -1.651123 -1.668803 0.2844 -0.1542 0.1365
O 1.205913 -7.467172 0.335140 0.2402 0.4164 -0.2160
H 0.456847 -9.637705 -0.823130 -0.4399 0.3739 0.2725
N -5.099594 -0.284361 -6.000721 -0.0607 0.7939 -0.6756
H 5.330021 5.256665 0.405702 -0.0066 -0.0018 -0.0277
H -1.017017 6.571853 5.068047 0.0014 -0.0011 -0.0760
H -0.636717 3.638613 5.451371 0.9333 0.4430 -0.1534
C 4.530437 -3.804098 1.369447 -0.7992 0.3676 0.6091
H -4.150012 2.457928 5.592849 -0.1423 -0.3826 0.3618
H -2.524717 -4.184542 1.127330 0.1245 0.1678 -0.1331
C 1.998666 0.279943 -6.424133 -1.0603 -0.7737 1.2317
H 5.964428 1.455093 -4.123039 0.3622 0.2915 0.2972
C -4.670473 1.893626 4.816866 -0.0908 -0.0721 -0.2935
H -4.218219 5.581803 -2.006817 -0.9196 -0.1690 -0.3135
H 2.297086 -3.104580 -2.987162 0.0454 0.7477 0.1712
H 0.884612 2.410643 -3.835458 0.0278 0.4346 0.1388
H -1.752250 -4.521718 -0.434850 0.6542 -0.1337 0.1074
H -4.340039 0.713305 6.918051 0.0158 -0.0601 0.1613
H -5.885392 7.510875 -0.353026 0.4124 -0.1822 0.3037
H -5.012049 -1.278227 7.956469 0.3123 -0.0321 -0.1180
H 0.863271 -2.791764 0.305467 -0.1843 0.0779 0.1270
C 1.964810 -1.527813 3.104057 -0.0341 -0.5913 -1.5524
H 6.520722 -2.318333 -1.027358 0.1426 0.0895 -0.0001
H -4.341043 -0.843976 -2.830450 0.6624 0.7442 0.0783
H -0.356211 -6.163745 0.958095 0.1910 -0.2132 0.5326
C -1.877195 2.477052 -3.227370 0.0024 -0.4524 -0.2508
H -1.360996 -0.069177 -5.880089 0.1352 0.1208 0.4330
H -0.391635 -6.366275 4.312071 0.4655 0.1209 0.3897
H 3.552075 -4.082119 -3.598143 0.0191 0.0660 -0.3583
O -3.053440 -0.253336 -5.043928 -0.5834 0.0974 -0.2825
C 1.767168 -5.730363 -1.222338 -0.6392 0.5154 -0.2463
C 0.898286 6.027014 4.926714 0.8096 -0.6880 0.1837
H -2.051909 -1.084014 4.599930 -0.0373 -0.2625 -0.0042
H -1.357184 1.168994 2.943835 -0.6611 0.3458 -0.5458
H -2.059149 -3.128802 6.046912 -0.2372 0.0513 -0.6031
H 2.072142 7.531923 5.861018 -0.2326 -0.4538 0.2556
H -2.234345 3.777989 -6.847210 -0.2125 0.2155 -0.3766
C -2.074482 -0.365789 1.438457 0.2223 0.7161 0.1454
O -3.493676 4.578114 -4.053155 0.2176 0.4599 -0.0561
C -3.449577 6.415270 -0.419577 -0.9954 1.4591 0.9528
N 0.700613 0.123151 0.449382 -1.1692 -2.0142 2.0564
C 1.009717 1.725616 2.265090 -0.0509 0.0742 -0.2508
H 4.002230 4.251110 -0.181837 -0.0256 -0.2428 -0.0054
H 3.994393 -4.249397 0.530975 0.1431 -0.0256 -0.0847
C 4.041494 1.819850 -3.311123 0.7253 1.4925 -0.3255
N -1.239483 -2.567979 5.910347 0.9045 0.0982 -0.2142
H -5.829159 -0.874938 -3.589517 -0.3320 0.5414 -0.1072
C 4.559796 2.364178 1.815619 -1.5606 -1.7066 -1.6066
H -6.388657 -1.224979 6.873938 0.0327 0.1854 0.1565
C -0.142831 -0.905180 -0.199244 -0.1775 -0.2851 -0.7194
H -2.613823 0.351376 0.812528 0.0122 -0.4200 -0.5426
H 5.538995 -3.523716 1.088438 0.0697 -0.1569 -0.0021
H -6.081682 -0.125290 -5.843777 0.0285 -0.1436 0.1813
H 1.423506 3.117313 -2.303280 0.3886 -0.0893 0.2121
H -2.044444 4.575955 5.516531 0.0519 0.5279 0.0032
H 0.734599 -9.847245 -2.468761 0.0519 0.4331 -0.3970
O 4.111854 -1.474719 1.238728 -0.2604 0.6453 0.0522
H -4.761691 -0.656262 -8.052203 0.1841 -0.2338 0.2216
H 0.542844 8.165573 5.389647 -0.1363 0.0800 -0.6462
C -5.184016 0.481611 5.123456 0.5984 1.2205 -0.4755
H 2.551392 -0.612198 3.105353 0.0945 -0.2091 0.3864
N 5.017204 3.566790 1.538983 0.7026 1.0095 1.2086
C -2.603458 4.204614 -4.810749 -1.0055 -0.6884 0.4064
H -1.715394 -0.959547 -1.881210 0.3667 -0.8107 0.1445
H 0.509425 2.392236 2.970202 -0.1345 -0.0883 0.0470
C -0.859262 -5.184386 2.689582 0.3846 1.2273 1.4291
H 1.745793 2.343820 1.749740 0.2527 -0.4060 0.0298
C 4.363975 -2.477349 -2.551957 -0.7071 0.3580 0.2255
C 5.001192 4.233559 0.243146 0.5530 -0.3951 0.2737
C -5.849295 6.616514 -0.962776 -0.7038 -0.7943 -0.9105
N -0.969001 -5.491241 1.393974 0.2241 0.2639 -1.6369
H 1.420900 1.337978 -2.643547 0.5978 0.1466 0.6079
H 5.159698 1.138887 3.430805 -0.2363 -0.2775 0.0156
H -6.361559 6.858458 -1.897305 0.4303 0.1186 -0.2189
H 7.468195 -3.373040 -2.130244 0.2340 0.2182 0.2865
H -1.676295 2.201068 0.381243 -0.0071 -0.0483 -0.2169
C -4.628380 0.132854 -7.307319 -0.6892 -0.0410 -1.6147
H 1.567769 -5.565887 -2.281892 0.4891 0.1452 -0.0547
C -1.251553 -1.424405 0.738026 -0.0647 -0.4613 -0.2822
O 4.154342 1.063730 -2.357248 -0.2473 -0.6929 0.4759
H 5.786645 -3.477434 -3.617747 -0.4914 -0.1944 -0.0177
O -3.525333 7.271697 0.457720 0.1130 -0.3923 0.0126
N -0.425503 5.774524 4.905786 -0.1859 0.6080 1.0541
H -2.080678 3.056897 -2.329943 -0.3289 0.3722 -0.3358
N 5.580935 -2.977238 -2.769350 0.8388 0.2407 0.1005
O -5.806210 -0.140246 4.284327 -0.0221 -0.3214 0.4521
N -0.393488 -0.381031 -5.857427 0.5893 -0.8816 0.0332
H 2.820954 -5.672891 -0.959502 0.0881 -0.2123 -0.2661
H -1.377314 4.267763 3.945384 0.0181 -0.6095 0.1396
C 1.199494 -7.058978 -0.825110 -0.2068 -1.2335 1.2092
H 3.384821 1.483971 3.401061 0.0373 -0.0388 -0.2354
C -4.914146 -0.272397 -3.552347 -0.8235 -0.9447 -1.3917
H 0.095581 -4.514256 8.180465 -0.0803 0.2285 0.0400
H 0.293636 -4.944856 6.498162 -0.0153 -0.0873 0.0827
N -1.715394 3.241504 -4.446927 0.0988 0.6849 -0.2036
H 2.523447 0.325111 -5.467118 0.5840 -0.1678 -0.2774
H 7.200572 -1.663804 -2.568974 0.1157 0.0845 0.2990
N 2.786359 -2.664785 2.643905 0.1112 0.7196 0.8528
H -0.162900 -0.179656 -2.298604 0.1890 -0.4779 -0.0060
H -1.619380 -0.640053 6.287066 0.0764 0.8578 -0.4733
C -1.321804 -1.198810 5.395791 -0.2716 -0.6051 1.3038
C -0.323634 -4.360939 7.189241 0.5909 -0.6265 -0.3087
C 0.543300 0.572697 -6.017067 -0.5505 0.9866 -1.9652
H -5.134130 0.775478 -3.360586 0.0284 -0.1142 0.7340
H -5.245493 0.939294 -7.713802 -0.1030 0.1040 0.3971
H 5.038376 2.573286 -5.085921 0.0343 0.3218 0.0741
H -0.733210 -2.475127 -5.913065 -0.3237 0.1754 0.0651
H 1.729945 -1.865680 -0.870558 -0.1905 0.3977 -0.0497
H -0.337203 -0.887796 5.060024 -0.0343 0.0740 0.0787
C -2.007374 -4.939679 0.536007 -1.2374 -0.4894 1.2621
H 1.226377 -1.418033 2.302158 -0.1650 0.4733 0.3625
O -1.528735 -4.327095 3.264491 -0.2014 -0.2479 -0.6213
N 0.709428 -7.823168 -1.827386 -0.3354 0.5368 -1.1915
C -2.427574 4.661222 -6.241311 1.1917 0.5989 0.4882
H 5.660876 3.152896 -3.492636 0.4018 -0.0697 -0.1500
C -0.585001 2.281024 0.414618 -0.7142 -0.1429 1.1659
C 3.285556 -3.032624 -3.432839 0.2137 -1.2152 -0.2334
C 5.286995 2.303977 -4.060190 -0.8959 -0.9026 -0.1513
H 4.566992 2.711024 3.909554 -0.2043 -0.0952 0.1561
H -3.140402 5.374296 -6.640600 -0.5794 -0.4978 0.1981
O 0.164912 1.746021 -6.085147 0.2688 0.2099 0.2504
N -4.524186 6.082517 -1.182989 1.5248 0.0644 -0.1028
C -0.202614 -2.934533 6.720194 -1.1544 -0.0172 0.5962
C 4.380780 1.876042 3.231789 1.3054 0.9648 -0.0060
C -0.182783 -1.727616 -5.341696 0.1982 0.2817 -0.4730
```
Forces are in eV/Å.

Results
* net charge: +1
* LUMO level (spin up / spin down): -0.066 / -0.067 Ha
* <S²>: 8.754
* F_max: 3.107 eV/A
* energy above the lowest of the compared OMol25 structures with the same formula, charge and spin: 0.0 kcal/mol
* spin multiplicity: 6